(1)
{
  "formula": "C19H24Br33F4I2InN",
  "method": "ωB97M-V/def2-TZVPD",
  "symbols": ["C", "C", "C", "N", "In", "C", "I", "C", "C", "I", "C", "F", "F", "C", "F", "F", "H", "H", "H", "H", "H", "H", "H", "H", "H", "H", "H", "H", "H", "C", "Br", "Br", "Br", "H", "C", "Br", "Br", "Br", "H", "C", "Br", "Br", "Br", "H", "C", "Br", "Br", "Br", "H", "C", "Br", "Br", "Br", "H", "C", "Br", "Br", "Br", "H", "C", "Br", "Br", "Br", "H", "C", "Br", "Br", "Br", "H", "C", "Br", "Br", "Br", "H", "C", "Br", "Br", "Br", "H", "C", "Br", "Br", "Br", "H"],
  "positions_angstrom": [[7.890, -0.910, 2.100], [7.392, -2.271, 1.559], [5.909, -2.264, 1.076], [5.350, -0.910, 0.935], [3.690, -0.436, 2.132], [2.982, -2.066, 3.490], [4.491, -2.948, 4.734], [1.688, -2.498, 3.598], [0.579, -1.882, 2.749], [0.983, -4.025, 4.919], [2.133, 0.351, 0.658], [2.873, 1.007, -0.344], [1.415, -0.633, -0.019], [1.118, 1.412, 1.206], [1.624, 2.689, 1.013], [-0.121, 1.374, 0.578], [8.863, -1.033, 2.598], [7.971, -0.159, 1.306], [7.189, -0.501, 2.846], [7.576, -3.035, 2.326], [8.021, -2.508, 0.684], [5.295, -2.913, 1.714], [5.901, -2.731, 0.075], [5.180, -0.713, -0.041], [4.141, 0.915, 3.208], [0.708, -2.213, 1.710], [-0.423, -2.223, 3.036], [0.570, -0.790, 2.825], [0.989, 1.305, 2.294], [-2.387, 0.705, -2.769], [-2.323, 2.625, -2.806], [-2.742, -0.037, -4.521], [-0.794, -0.036, -1.998], [-3.217, 0.424, -2.136], [-2.462, 4.834, 2.297], [-1.566, 3.537, 3.380], [-4.326, 4.395, 2.077], [-2.252, 6.625, 2.981], [-2.005, 4.812, 1.317], [-6.561, 4.406, -4.123], [-5.290, 3.810, -5.437], [-7.207, 6.183, -4.512], [-8.016, 3.160, -3.923], [-6.052, 4.457, -3.171], [1.728, 4.163, 5.665], [1.089, 5.662, 4.647], [0.355, 3.530, 6.867], [2.402, 2.750, 4.533], [2.556, 4.501, 6.270], [-1.729, 3.738, -7.815], [-0.979, 2.548, -6.504], [-3.454, 3.124, -8.443], [-1.853, 5.537, -7.150], [-1.068, 3.734, -8.669], [-3.916, -3.082, 2.609], [-3.586, -3.541, 4.448], [-2.976, -1.482, 2.104], [-3.499, -4.546, 1.427], [-4.972, -2.882, 2.510], [1.008, -1.149, -7.235], [0.980, -0.707, -5.364], [-0.736, -0.946, -8.031], [2.335, -0.124, -8.187], [1.284, -2.189, -7.323], [0.176, -8.309, 4.731], [-1.089, -7.810, 3.364], [1.992, -8.059, 4.145], [-0.162, -7.376, 6.381], [0.042, -9.364, 4.923], [-5.006, -2.414, -7.804], [-4.809, -2.620, -5.903], [-4.363, -0.700, -8.407], [-4.173, -3.861, -8.765], [-6.062, -2.449, -8.026], [-5.490, 9.046, -5.969], [-5.713, 10.957, -6.057], [-5.690, 8.223, -7.698], [-3.821, 8.561, -5.149], [-6.278, 8.660, -5.339], [2.175, -5.983, 9.582], [0.253, -5.990, 9.409], [2.796, -7.521, 10.567], [3.046, -5.815, 7.878], [2.433, -5.108, 10.161]],
  "total_charge": -1,
  "max_force_ha_per_bohr": 0.043,
  "homo_ev": -5.14,
  "lumo_energy_ev": 0.94,
  "e_tot_ha": -86920.44385,
  "orbital_gap_ev": 6.0729
}



(2)
{
  "formula": "C18H26Cl3N2O11SSc",
  "method": "ωB97M-V/def2-TZVPD",
  "symbols": ["Sc", "C", "C", "O", "C", "C", "O", "C", "C", "O", "C", "C", "O", "H", "H", "H", "H", "H", "H", "H", "H", "H", "H", "H", "H", "H", "H", "H", "H", "N", "N", "C", "O", "O", "H", "H", "H", "Cl", "C", "Cl", "Cl", "C", "O", "O", "C", "C", "C", "C", "C", "C", "C", "S", "O", "O", "O", "H", "H", "H", "H", "H", "H", "H"],
  "positions_angstrom": [[-0.015, 0.552, 0.711], [-2.784, 0.333, -1.123], [-1.897, -0.037, -2.286], [-0.587, 0.398, -1.953], [0.440, -0.264, -2.673], [0.795, -1.617, -2.028], [0.167, -1.711, -0.756], [0.719, -2.754, 0.054], [-0.369, -3.258, 0.981], [-1.025, -2.170, 1.614], [-2.431, -2.179, 1.523], [-2.868, -1.659, 0.176], [-2.352, -0.340, 0.049], [-2.712, 1.400, -0.907], [-3.830, 0.096, -1.337], [-1.908, -1.119, -2.449], [-2.233, 0.452, -3.207], [0.136, -0.402, -3.715], [1.299, 0.398, -2.647], [0.458, -2.460, -2.642], [1.880, -1.688, -1.919], [1.048, -3.585, -0.578], [1.572, -2.367, 0.612], [-1.091, -3.849, 0.408], [0.081, -3.899, 1.744], [-2.840, -3.182, 1.687], [-2.794, -1.523, 2.314], [-2.486, -2.301, -0.625], [-3.961, -1.626, 0.114], [-0.474, 2.882, -0.551], [-1.382, 3.545, 0.299], [-1.638, 2.945, 1.545], [-2.122, 3.582, 2.448], [-1.355, 1.668, 1.557], [0.450, 3.299, -0.486], [-0.799, 2.935, -1.507], [-1.309, 4.550, 0.353], [1.442, 1.237, 4.462], [0.937, -0.456, 4.465], [-0.835, -0.547, 4.564], [1.642, -1.280, 5.859], [1.379, -1.135, 3.129], [2.054, -2.136, 3.146], [0.970, -0.515, 2.085], [6.648, -0.685, 4.093], [5.655, -0.125, 3.115], [5.006, -0.943, 2.201], [4.067, -0.427, 1.318], [3.779, 0.923, 1.355], [4.420, 1.767, 2.255], [5.352, 1.239, 3.124], [2.552, 1.616, 0.310], [1.484, 2.145, 1.198], [3.146, 2.589, -0.556], [1.884, 0.480, -0.394], [6.771, -1.759, 3.963], [6.319, -0.505, 5.118], [7.625, -0.214, 3.975], [5.212, -2.006, 2.193], [3.543, -1.078, 0.633], [4.175, 2.821, 2.286], [5.845, 1.888, 3.838]],
  "de_lowest_kcal_mol": 3.6,
  "max_force_ha_per_bohr": 0.013,
  "homo_ev": -9.22,
  "lumo_energy_ev": 0.07,
  "e_tot_ha": -4178.33270,
  "orbital_gap_ev": 9.2899
}



(3)
{
  "formula": "C22H27Br3Cl2F12N3O7S2",
  "method": "ωB97M-V/def2-TZVPD",
  "symbols": ["C", "C", "Br", "C", "Br", "C", "N", "C", "N", "C", "C", "C", "S", "N", "S", "O", "O", "C", "F", "F", "C", "F", "F", "C", "F", "F", "F", "C", "F", "C", "C", "O", "F", "H", "H", "H", "H", "H", "H", "H", "H", "H", "H", "H", "H", "H", "H", "H", "Br", "Cl", "C", "C", "Cl", "H", "H", "H", "H", "C", "C", "O", "O", "H", "H", "H", "C", "C", "O", "C", "O", "C", "F", "F", "F", "H", "H", "H", "H", "H"],
  "positions_angstrom": [[6.003, 1.265, 2.041], [6.554, 0.939, 0.659], [8.373, 1.511, 0.305], [5.838, 0.289, -0.241], [6.661, -0.167, -1.947], [4.410, -0.178, -0.103], [3.956, -0.712, 1.196], [2.601, -1.023, 0.813], [2.002, -2.184, 1.069], [0.638, -2.438, 0.605], [-0.290, -2.637, 1.839], [-1.783, -2.315, 1.573], [-2.640, -3.812, 0.927], [2.151, 0.097, 0.118], [0.664, 0.899, 0.611], [0.341, 0.339, 1.904], [-0.335, 0.632, -0.386], [0.624, 2.762, 0.819], [1.465, 3.229, 1.745], [0.985, 3.329, -0.355], [-0.802, 3.380, 1.120], [-1.621, 3.246, 0.088], [-0.581, 4.714, 1.273], [-1.481, 2.860, 2.422], [-0.676, 2.700, 3.436], [-2.195, 1.780, 2.143], [-2.383, 3.794, 2.802], [3.223, 0.836, -0.506], [3.666, 2.016, 0.041], [3.296, 0.790, -2.062], [2.160, 1.556, -2.765], [2.326, 2.643, -3.086], [0.969, 0.989, -3.055], [5.903, 0.304, 2.575], [6.656, 1.893, 2.654], [5.000, 1.721, 2.025], [4.327, -1.039, -0.791], [3.775, 0.012, 1.896], [2.533, -2.868, 1.587], [0.272, -1.710, -0.130], [0.668, -3.415, 0.079], [0.092, -2.082, 2.711], [-0.219, -3.706, 2.118], [-1.953, -1.404, 0.982], [-2.235, -2.123, 2.563], [-2.397, -3.831, -0.408], [3.275, -0.247, -2.431], [4.235, 1.262, -2.392], [8.611, 0.188, 2.739], [-7.467, 1.476, -0.122], [-6.663, 1.996, 1.383], [-5.250, 1.476, 1.485], [-5.199, -0.289, 1.721], [-7.272, 1.666, 2.221], [-6.653, 3.086, 1.375], [-4.754, 1.924, 2.345], [-4.669, 1.714, 0.596], [6.621, 5.102, -2.038], [6.903, 3.610, -1.848], [6.340, 2.839, -2.623], [7.707, 3.349, -0.882], [5.935, 5.264, -2.868], [6.176, 5.514, -1.131], [7.552, 5.633, -2.245], [-6.650, -3.525, -3.983], [-7.157, -3.039, -2.641], [-7.234, -4.120, -1.694], [-6.083, -4.475, -1.123], [-5.022, -3.975, -1.342], [-6.324, -5.597, -0.107], [-7.111, -6.568, -0.608], [-6.930, -5.129, 0.998], [-5.184, -6.173, 0.278], [-7.265, -4.349, -4.348], [-6.669, -2.716, -4.714], [-5.628, -3.897, -3.907], [-8.170, -2.653, -2.747], [-6.543, -2.230, -2.246]],
  "total_charge": -1,
  "max_force_ha_per_bohr": 0.095,
  "homo_ev": -2.56,
  "lumo_energy_ev": -0.41,
  "e_tot_ha": -12182.48412,
  "orbital_gap_ev": 2.1495
}



(4)
{
  "formula": "C4H37NO13S",
  "method": "ωB97M-V/def2-TZVPD",
  "symbols": ["C", "C", "C", "S", "C", "N", "H", "H", "H", "H", "H", "H", "H", "H", "H", "H", "H", "H", "H", "O", "H", "H", "O", "H", "H", "O", "H", "H", "O", "H", "H", "O", "H", "H", "O", "H", "H", "O", "H", "H", "O", "H", "H", "O", "H", "H", "O", "H", "H", "O", "H", "H", "O", "H", "H", "O"],
  "positions_angstrom": [[1.054, 1.203, 0.720], [1.026, 2.329, -0.386], [1.521, 3.612, 0.266], [0.283, 4.988, 0.802], [-0.352, 1.041, 1.365], [-0.935, -0.255, 0.833], [1.678, 1.320, 1.596], [1.503, 0.274, 0.197], [-0.052, 2.318, -0.746], [1.569, 1.801, -1.326], [2.112, 4.337, -0.428], [2.100, 3.330, 1.205], [-0.878, 4.707, 0.198], [-0.845, 1.933, 0.876], [-0.535, 1.053, 2.380], [-0.871, -0.393, -0.223], [-1.952, -0.126, 0.814], [-0.053, -3.538, -1.462], [-1.272, -2.530, -1.598], [-0.230, -2.613, -1.637], [0.841, -1.579, 1.278], [1.388, -2.941, 1.397], [1.654, -1.992, 1.456], [-3.184, -3.520, 0.017], [-3.472, -2.073, -0.441], [-2.803, -2.710, -0.193], [3.204, 0.533, -1.129], [4.340, 1.449, -1.105], [3.454, 1.438, -0.708], [-1.171, -2.681, 3.284], [-0.691, -1.334, 3.092], [-0.880, -1.890, 3.851], [0.864, -1.037, -1.609], [1.701, -1.016, -2.673], [1.106, -0.554, -2.339], [-1.504, -2.781, 1.131], [-1.506, -4.265, 1.524], [-1.522, -3.385, 1.794], [-1.268, 2.512, -2.328], [-1.642, 1.359, -2.872], [-2.053, 1.873, -2.163], [-4.251, 0.176, -0.508], [-3.253, 0.679, -1.534], [-3.368, 0.088, -0.871], [-0.023, -0.116, -3.413], [-0.477, 0.658, -4.828], [-0.761, 0.144, -4.045], [-4.163, 1.002, 2.607], [-3.351, 1.110, 1.275], [-3.975, 1.592, 1.839], [2.511, -1.713, -0.271], [3.906, -1.256, 0.060], [3.183, -1.136, -0.631], [3.709, -0.995, 2.330], [4.280, 0.264, 1.633], [4.305, -0.695, 1.651]],
  "de_lowest_kcal_mol": 86.1,
  "max_force_ha_per_bohr": 0.230,
  "homo_ev": -8.48,
  "lumo_energy_ev": -0.30,
  "e_tot_ha": -1605.49681,
  "orbital_gap_ev": 8.1893
}